1.
Molecular formula: C16H29N3O4P
Method: DFT, ωB97M-V/def2-TZVPD

Each line ends with the Löwdin spin population.
Cartesian coordinates (Å):
1 C -2.62 1.90 -0.48  0.001
2 C -1.38 1.28 0.14  0.023
3 C -1.81 0.44 1.35  0.013
4 C -0.66 0.33 -0.86  0.010
5 C 0.57 0.84 -1.67  0.001
6 C 1.61 -0.30 -1.80  0.000
7 C 1.13 -1.65 -2.33  0.000
8 N 1.95 -2.71 -1.74  0.000
9 P 0.06 1.27 -3.35  0.000
10 O -0.54 0.16 -4.10  0.000
11 O 1.35 1.93 -4.07  0.000
12 O -0.83 2.59 -3.19  0.000
13 C 1.26 2.06 -1.02  0.018
14 C 1.00 2.22 0.49  0.024
15 C 1.67 3.48 0.99  -0.001
16 C 1.51 1.05 1.34  0.005
17 N -0.48 2.37 0.62  0.393
18 O -0.92 3.57 0.53  0.505
19 H -2.37 2.56 -1.31  0.001
20 H -3.25 1.09 -0.85  0.000
21 H -3.17 2.47 0.25  -0.001
22 H -2.46 -0.37 1.01  0.001
23 H -2.36 1.05 2.07  0.000
24 H -0.95 -0.01 1.84  0.001
25 H -1.42 -0.03 -1.56  0.001
26 H -0.34 -0.56 -0.32  0.000
27 H 2.46 0.06 -2.40  0.000
28 H 2.03 -0.46 -0.80  0.000
29 H 1.28 -1.69 -3.41  0.000
30 H 0.06 -1.77 -2.17  0.000
31 H 1.84 -2.71 -0.73  0.000
32 H 1.65 -3.62 -2.07  0.000
33 H 1.90 1.27 -4.51  0.000
34 H -0.62 3.26 -3.85  0.000
35 H 0.91 2.99 -1.47  0.001
36 H 2.34 2.01 -1.19  0.002
37 H 1.36 3.69 2.02  0.000
38 H 1.42 4.34 0.37  0.000
39 H 2.75 3.33 0.98  0.000
40 H 1.33 1.26 2.39  0.001
41 H 2.59 0.94 1.18  0.000
42 H 1.05 0.10 1.12  0.000
43 N 0.08 -2.58 2.43  0.000
44 C -0.29 -3.62 1.69  0.000
45 C -1.21 -4.57 2.10  0.000
46 C -1.79 -4.43 3.35  0.000
47 C -1.41 -3.35 4.14  0.000
48 C -0.48 -2.46 3.63  0.000
49 H 0.18 -3.70 0.71  0.000
50 H -1.48 -5.39 1.45  0.000
51 H -2.52 -5.14 3.71  0.000
52 H -1.84 -3.19 5.12  0.000
53 H -0.17 -1.60 4.22  0.000

Computed properties:
**Multiplicity**: 2
**⟨S²⟩**: 0.754
**Orbital gap (alpha / beta)**: 8.3 / 9.8 eV
**Largest force on an atom**: 0.32 eV Å⁻¹
**Total charge**: 0



2.
Molecular formula: C3H5N4O2
Method: DFT, ωB97M-V/def2-TZVPD

Each line ends with the Löwdin charge.
Cartesian coordinates (Å):
1 C 2.24 0.76 0.31  -0.690
2 C 0.68 0.18 0.05  -0.146
3 C 0.29 -1.18 0.55  -0.039
4 N -1.75 1.38 1.53  -0.031
5 N -2.36 1.14 0.59  -0.100
6 N -0.06 1.12 -0.47  -0.120
7 N -1.26 1.12 -1.00  -0.086
8 O 2.32 1.93 0.00  -0.040
9 O 3.13 0.03 0.76  -0.039
10 H -0.50 -1.08 1.19  0.023
11 H 1.19 -1.38 1.04  0.040
12 H 0.13 -1.94 -0.21  0.078
13 H 0.58 1.88 -0.77  0.137
14 H -1.47 2.02 -1.36  0.014

Computed properties:
**ΔE to the lowest compared entry with this formula, charge and spin**: 17.9 kcal/mol
**Orbital gap (alpha / beta)**: 7.9 / 7.9 eV
**Largest force on an atom**: 5.58 eV Å⁻¹
**Total charge**: -1



3.
Molecular formula: C10H30AlO5S5
Method: DFT, ωB97M-V/def2-TZVPD

Each line ends with the Löwdin charge.
Cartesian coordinates (Å):
1 Al -0.35 -0.86 -0.91  1.306
2 C 0.72 -3.50 2.31  -0.188
3 S -0.56 -2.27 2.71  0.935
4 O -0.38 -1.09 1.75  -0.585
5 C 0.08 -1.72 4.31  -0.209
6 H 1.66 -2.96 2.21  0.047
7 H 0.37 -4.09 1.47  0.070
8 H 0.85 -4.09 3.22  0.077
9 H 1.08 -1.29 4.27  0.082
10 H 0.05 -2.60 4.94  0.075
11 H -0.56 -0.96 4.76  0.069
12 C 4.82 -1.09 -0.81  -0.205
13 S 3.76 -2.22 0.09  0.950
14 O 2.30 -1.80 -0.10  -0.609
15 C 3.94 -3.73 -0.84  -0.217
16 H 4.51 -0.06 -0.64  0.061
17 H 4.73 -1.37 -1.86  0.065
18 H 5.84 -1.17 -0.45  0.082
19 H 4.08 -3.55 -1.91  0.073
20 H 3.23 -4.53 -0.64  0.075
21 H 4.91 -4.14 -0.55  0.080
22 C 3.19 1.91 -2.97  -0.228
23 S 1.51 2.04 -3.64  0.913
24 O 0.61 1.25 -2.70  -0.667
25 C 1.18 3.78 -3.37  -0.247
26 H 3.83 2.56 -3.57  0.074
27 H 3.49 0.87 -2.96  0.040
28 H 3.23 2.22 -1.92  0.064
29 H 0.13 3.97 -3.56  0.052
30 H 1.81 4.41 -4.00  0.080
31 H 1.42 4.10 -2.36  0.069
32 C -1.63 3.10 -1.50  -0.252
33 S -2.76 2.25 -0.38  0.955
34 O -2.08 0.92 -0.01  -0.638
35 C -2.49 3.35 1.04  -0.202
36 H -2.07 4.06 -1.78  0.085
37 H -1.55 2.55 -2.43  0.051
38 H -0.71 3.28 -0.95  0.070
39 H -2.39 4.36 0.67  0.072
40 H -1.58 3.00 1.52  0.075
41 H -3.34 3.34 1.73  0.066
42 C -5.22 -1.29 -0.14  -0.174
43 S -4.05 -1.69 1.19  1.022
44 O -2.73 -1.86 0.42  -0.530
45 C -4.15 -0.19 2.18  -0.202
46 H -6.21 -1.08 0.27  0.083
47 H -5.21 -2.08 -0.88  0.078
48 H -4.80 -0.39 -0.60  0.059
49 H -3.37 0.55 1.96  0.041
50 H -3.99 -0.48 3.22  0.069
51 H -5.13 0.29 2.18  0.087

Computed properties:
**ΔE to the lowest compared entry with this formula, charge and spin**: 0.0 kcal/mol
**Orbital gap**: 3.0 eV
**Largest force on an atom**: 2.28 eV Å⁻¹
**Total charge**: +3



4.
Molecular formula: C5H12
Method: DFT, ωB97M-V/def2-TZVPD

Each line ends with the Löwdin charge.
Cartesian coordinates (Å):
1 C -2.30 -0.08 -1.49  -0.095
2 C -2.56 0.82 -0.52  -0.072
3 H -2.77 -1.06 -1.53  0.055
4 H -1.99 0.25 -2.46  0.038
5 H -2.93 0.49 0.44  0.043
6 H -2.79 1.83 -0.85  0.052
7 C 2.49 0.66 0.59  -0.111
8 C 1.24 -0.11 1.18  -0.277
9 C 0.74 -1.20 0.20  -0.127
10 H 2.85 0.20 -0.34  0.057
11 H 3.26 0.63 1.35  0.055
12 H 2.20 1.69 0.37  0.058
13 H 0.38 0.55 1.34  0.087
14 H 1.69 -0.50 2.09  0.082
15 H 1.59 -1.50 -0.42  0.053
16 H 0.54 -2.11 0.78  0.068
17 H 0.04 -0.94 -0.58  0.035

Computed properties:
**ΔE to the lowest compared entry with this formula, charge and spin**: 55.8 kcal/mol
**Structure (SMILES)**: C=C.CCC
**Orbital gap**: 11.1 eV
**Largest force on an atom**: 2.06 eV Å⁻¹
**Total charge**: 0



5.
Molecular formula: C2H11NO2S2
Method: DFT, ωB97M-V/def2-TZVPD

Each line ends with the Löwdin charge.
Cartesian coordinates (Å):
1 N 0.67 -1.88 2.18  -0.013
2 C -0.13 -0.76 1.50  -0.342
3 C -0.01 -0.69 -0.02  -0.578
4 S -0.95 0.73 -0.61  0.462
5 S 0.25 2.37 -0.12  0.333
6 H 1.61 -1.52 2.18  0.042
7 H 0.60 -2.73 1.63  0.050
8 H 0.47 0.06 1.85  0.075
9 H -1.13 -0.82 1.92  0.106
10 H -0.39 -1.61 -0.47  0.079
11 H 1.06 -0.63 -0.27  0.073
12 H 0.58 2.67 -1.39  -0.198
13 O 4.33 -1.99 -1.01  -0.067
14 H 4.33 -2.93 -0.79  0.031
15 H 3.88 -1.60 -0.24  0.031
16 O -3.77 -0.39 -0.81  -0.095
17 H -3.18 -0.28 -1.56  -0.021
18 H -4.55 0.08 -1.10  0.032

Computed properties:
**ΔE to the lowest compared entry with this formula, charge and spin**: 17.6 kcal/mol
**Structure (SMILES)**: NCCSS.O.O
**Orbital gap**: 9.4 eV
**Largest force on an atom**: 2.60 eV Å⁻¹
**Total charge**: 0



6.
Molecular formula: C5H10N
Method: DFT, ωB97M-V/def2-TZVPD

Each line ends with the Löwdin spin population.
Cartesian coordinates (Å):
1 C 2.92 -0.51 1.63  0.421
2 C 1.74 -0.59 0.95  0.065
3 C -1.11 0.01 -1.91  0.792
4 C -2.34 0.59 -2.37  0.152
5 C -0.62 0.05 0.76  0.066
6 N 0.65 0.14 1.33  0.328
7 H 3.73 -0.97 1.05  0.020
8 H 3.12 -0.44 2.78  0.011
9 H 1.77 -1.13 0.05  0.007
10 H -2.24 0.26 -3.35  -0.003
11 H -2.42 1.62 -2.17  0.029
12 H -3.21 -0.05 -1.92  0.037
13 H -1.45 0.47 1.26  0.008
14 H -0.63 0.62 -0.28  0.049
15 H -0.81 -1.04 0.33  0.013
16 H 0.91 0.98 1.85  0.006

Computed properties:
**Multiplicity**: 3
**ΔE to the lowest compared entry with this formula, charge and spin**: 93.3 kcal/mol
**⟨S²⟩**: 2.036
**Orbital gap (alpha / beta)**: 7.5 / 6.3 eV
**Largest force on an atom**: 4.71 eV Å⁻¹
**Total charge**: +1